# C5H12O2

A molecular structure, C5H12O2 (wB97M-V/def2-TZVPD, the Open Molecules 2025 dataset).

Results
Net charge: 0
E: -9470.55523 eV
Orbital gap: 9.28 eV
HOMO energy: -0.3166 hartree
M: 104.15 g mol⁻¹

CARTESIAN COORDINATES (ANGSTROEM)
1 C -0.70 -2.72 -0.29
2 C 0.24 -1.51 -0.33
3 C -0.49 -0.35 0.30
4 O -0.58 -0.31 1.64
5 C 0.49 1.24 -0.28
6 C -0.10 2.54 0.25
7 O 1.89 1.15 -0.18
8 H -1.05 -2.90 0.73
9 H -1.57 -2.55 -0.94
10 H -0.19 -3.62 -0.65
11 H 1.14 -1.70 0.27
12 H 0.55 -1.29 -1.36
13 H -1.40 -0.04 -0.27
14 H 0.12 0.57 0.89
15 H 0.20 1.06 -1.31
16 H 0.12 2.68 1.31
17 H 0.30 3.39 -0.31
18 H -1.19 2.53 0.14
19 H 2.21 1.85 0.39

These are the Löwdin partial charges, in e, on atoms 1 to 8: C -0.09; C -0.21; C -0.42; O -0.12; C -0.35; C -0.05; O -0.01; H 0.08